# 1
{"formula": "C31H43As2FeIN8O2Se", "method": "ωB97M-V/def2-TZVPD", "homo_energy_ev": [-15.5, -15.5], "spin_multiplicity": 2, "orbital_gap_ha": [0.300, 0.188], "s2": 0.77, "total_charge": 3, "symbols": ["H", "H", "C", "H", "N", "H", "C", "H", "H", "C", "C", "C", "H", "H", "C", "I", "As", "N", "C", "H", "O", "H", "H", "H", "H", "N", "C", "H", "C", "H", "H", "C", "C", "C", "As", "C", "C", "H", "H", "H", "H", "H", "C", "H", "N", "H", "H", "H", "N", "C", "H", "C", "H", "H", "Se", "C", "C", "C", "N", "H", "C", "H", "Fe", "H", "H", "H", "C", "C", "H", "H", "C", "C", "H", "N", "O", "H", "C", "H", "H", "C", "N", "C", "C", "C", "H", "H", "H", "H", "C"], "coordinates": [[5.86474, -4.14872, -1.10850], [-3.50815, 3.67466, -3.01543], [-0.78264, 6.00133, 3.19518], [-0.13264, 7.04780, 1.33751], [-0.16302, 4.91741, 1.39250], [2.78096, 1.77903, -0.88422], [-2.20156, 1.60046, -0.70261], [1.25439, -4.85564, -2.42480], [-3.87369, -2.30881, 5.03943], [-2.77354, -2.84147, -3.63055], [-2.82040, 2.99541, -2.52951], [2.21684, -0.23015, -2.99579], [-1.63894, -1.81321, 5.55159], [-4.43382, -1.31853, -2.43672], [1.13332, 1.99164, -4.10180], [-3.11333, -4.54763, -2.38649], [0.97148, -2.75905, -1.07322], [-1.08126, 1.20629, -1.31913], [5.53751, -2.31129, -0.05332], [3.49678, -4.44353, -1.70729], [-1.26818, -1.36601, -2.52254], [-1.42701, 2.96856, -4.15743], [2.87188, 2.08576, -5.36237], [0.32094, 5.56777, -0.51799], [4.94632, -0.50492, 0.91873], [-3.49401, -1.01340, -2.24531], [5.13598, -3.41228, -0.79746], [-0.42500, 3.96290, 5.35337], [3.79959, -3.57402, -1.13709], [-1.99270, 4.78802, 5.18386], [1.63618, -1.26540, 2.73580], [3.27229, -1.50122, -0.01492], [0.83547, -3.87479, -2.64618], [-2.44660, -1.67454, -2.74497], [1.93344, -0.17860, 0.48488], [-1.64666, -1.67977, 3.50494], [-3.09044, 2.50016, -1.25966], [3.84338, 0.00235, -4.35831], [6.57839, -2.19274, 0.21627], [-0.20989, -3.99091, -2.90945], [3.91358, 1.41718, 0.43216], [-4.55025, -3.29535, 3.75250], [-0.79490, 1.72061, -2.52451], [-2.87349, -3.45859, 1.44550], [1.04153, 0.18965, -2.52085], [1.65167, 0.50506, 2.92720], [-1.94618, -3.05999, -4.29611], [-1.77661, 3.14601, 4.53647], [-0.87711, 4.67569, 3.43195], [2.89887, 0.40516, -4.02111], [1.38283, -3.42057, -3.47038], [0.30161, 4.63326, 0.03499], [-2.37700, 1.17138, 0.27680], [0.55227, -3.43621, 1.31154], [-0.40358, 2.15442, 2.14541], [2.86695, -2.62363, -0.73714], [2.11129, -0.34148, 2.42085], [-2.92547, -2.43296, 1.81855], [-0.99335, -1.22078, 2.40677], [1.30209, 4.20867, 0.06373], [-0.48917, 3.97933, 2.32433], [0.68313, 2.88751, -4.50437], [-0.09000, -0.52714, -0.95995], [-3.86342, -1.98677, 1.48282], [-0.62730, -4.21877, 0.21727], [-3.15501, -3.89772, 4.65650], [0.41815, -3.94728, 0.35890], [4.60933, -1.35719, 0.34033], [-0.35392, -0.90040, 4.83808], [-3.98080, 2.79067, -0.71907], [0.49967, 1.28416, -3.09382], [-1.29443, 4.10158, 4.71429], [3.17475, -0.37273, 2.65412], [-1.18553, -1.45408, 4.72894], [-1.49179, -1.42505, 0.15899], [2.64427, -1.11200, -2.54498], [2.86200, 1.50615, 0.16678], [-0.38146, 3.93539, -0.44373], [2.39851, 2.26816, 0.79077], [-0.33452, 6.15547, 1.90529], [-2.76176, -2.36366, 3.25666], [-3.62313, -3.00553, 4.23916], [-1.72152, -1.62778, 1.36443], [-1.65772, 2.60203, -3.16784], [-3.35488, -0.28241, -1.57002], [1.03208, -4.84664, 0.34259], [-3.68602, -2.69271, -4.20046], [-1.03754, 6.73943, 3.93700], [2.35685, 1.54759, -4.57835]]}


# 2
{"formula": "C6H5Cl3O", "method": "ωB97M-V/def2-TZVPD", "smiles": "O[C@@H]1C=CC=C(Cl)C1(Cl)Cl", "homo_energy_ev": -9.1, "orbital_gap_ha": 0.330, "e_above_lowest_ev": 0.711, "symbols": ["Cl", "C", "Cl", "O", "Cl", "C", "H", "H", "H", "C", "C", "H", "C", "C", "H"], "coordinates": [[-2.20972, -1.64439, -0.09330], [1.17574, 0.35886, 0.86779], [-1.72669, 0.02073, -2.63408], [-0.93236, 0.22032, 1.87044], [0.48991, -2.26339, -0.94176], [-0.59175, -0.95598, -0.31993], [-1.71219, -0.33207, 2.03547], [0.30626, 1.92479, -1.98842], [0.25924, -1.44936, 1.57835], [-0.57199, 0.11473, -1.37023], [1.26944, 1.15856, -0.19313], [1.88985, 0.38027, 1.67285], [-0.02886, -0.51833, 1.06526], [0.29758, 1.12729, -1.26336], [2.08555, 1.85797, -0.28595]]}


# 3
{"formula": "C7H6Cl2InN2O3Sc", "method": "ωB97M-V/def2-TZVPD", "homo_energy_ev": [-24.0, -24.6], "orbital_gap_ha": [0.165, 0.217], "total_charge": 4, "symbols": ["H", "N", "C", "Cl", "C", "Sc", "C", "H", "O", "O", "C", "C", "H", "O", "H", "Cl", "H", "H", "C", "In", "N", "C"], "coordinates": [[0.37665, 1.33625, 2.22571], [0.16740, -0.37052, 0.93484], [3.16584, -2.26401, 1.44467], [-0.98951, 0.08958, -3.34745], [0.95953, -1.40433, 0.66693], [-1.46043, 2.09915, -2.17498], [-3.44253, 2.33025, -3.38574], [2.74699, 0.10463, 2.92963], [-3.51497, 4.77168, -1.23772], [-4.57605, 2.36452, -3.63240], [1.98674, -0.17412, 2.22138], [-2.81914, 3.87236, -1.45459], [3.03164, -3.00672, 0.65936], [-2.77389, -3.22452, -0.42791], [3.22323, -2.79300, 2.40317], [0.48907, 3.33969, -2.29347], [4.11931, -1.75293, 1.28768], [0.76042, -2.19477, -0.04719], [0.81160, 0.42032, 1.88435], [-1.76832, -0.05310, -0.10905], [2.07606, -1.31509, 1.42601], [-2.56963, -2.17532, 0.02677]]}


# 4
{"formula": "C7H19BrNO3", "method": "ωB97M-V/def2-TZVPD", "homo_energy_ev": -3.6, "orbital_gap_ha": 0.237, "e_above_lowest_ev": 1.865, "total_charge": -1, "symbols": ["C", "C", "H", "H", "H", "H", "H", "H", "C", "H", "H", "H", "H", "Br", "C", "O", "C", "H", "H", "H", "O", "O", "H", "H", "H", "H", "C", "H", "C", "H", "N"], "coordinates": [[-3.88489, -23.31342, 23.03846], [-11.45909, -33.27959, 27.39599], [-9.05959, -28.80238, 27.62009], [-10.47603, -29.86042, 25.13708], [-5.11295, -28.60955, 28.90592], [-8.40307, -29.99301, 25.15347], [-10.02936, -32.61787, 24.87393], [-4.30437, -22.65911, 22.27425], [-5.29258, -29.61749, 28.53192], [-6.75117, -27.77043, 27.42807], [-11.34437, -33.59250, 28.43379], [-11.51689, -32.00378, 25.39307], [-4.99101, -24.90172, 23.00773], [-6.10122, -28.98719, 21.40962], [-6.94089, -28.81616, 27.18611], [-4.69584, -24.25539, 23.65328], [-8.45829, -28.88120, 26.71438], [-4.62540, -29.86887, 27.70743], [-4.99015, -30.25514, 29.36259], [-6.29216, -28.97822, 26.32531], [-6.57609, -29.80991, 28.09605], [-10.23947, -32.73360, 26.86880], [-10.64898, -30.10899, 26.70535], [-12.18807, -32.46948, 27.37553], [-11.95121, -34.09359, 26.86371], [-3.12607, -23.81859, 22.44090], [-10.08840, -30.55400, 25.88327], [-8.71796, -28.06439, 26.04096], [-10.46781, -32.03903, 25.68682], [-3.48703, -22.68389, 23.83440], [-8.68516, -30.21042, 26.09858]]}


# 5
{"formula": "C3H4N2O2S", "method": "ωB97M-V/def2-TZVPD", "smiles": "Nc1cc(=O)on1S", "homo_energy_ev": -9.1, "orbital_gap_ha": 0.347, "e_above_lowest_ev": 2.339, "symbols": ["S", "H", "C", "C", "O", "O", "H", "H", "C", "N", "H", "N"], "coordinates": [[-1.87354, -1.02318, 0.12832], [-1.49175, -1.24518, 1.43938], [-0.17372, 1.04878, -0.08160], [1.71346, -0.17686, 0.03863], [0.69744, -1.05064, -0.36177], [2.83408, -0.62137, 0.21588], [1.75311, 2.10400, 0.20053], [-2.11448, 1.66433, 0.13489], [1.17113, 1.17189, 0.12277], [-0.50633, -0.26080, -0.44034], [-0.92666, 2.86737, 0.31850], [-1.17381, 1.98846, -0.05366]]}


# 6
{"formula": "C6H9N2O2", "method": "ωB97M-V/def2-TZVPD", "homo_energy_ev": -4.7, "orbital_gap_ha": 0.306, "e_above_lowest_ev": 1.504, "total_charge": -1, "symbols": ["C", "C", "H", "H", "O", "H", "C", "N", "C", "C", "N", "O", "C", "H", "H", "H", "H", "H", "H"], "coordinates": [[-1.50787, 2.96013, 0.27766], [1.72408, -0.23751, 0.52499], [-2.18719, 2.16335, 0.15775], [0.57546, 0.76832, -0.93110], [-1.10890, 3.88888, -1.82673], [-1.07429, 2.70418, 1.19943], [0.71887, -2.19599, 0.30160], [0.70477, -0.13557, -0.45048], [0.30620, -3.59480, 0.63881], [0.12951, -1.34814, -0.73339], [1.61859, -1.54122, 0.99276], [0.34435, 2.28867, -1.15337], [-0.65843, 3.04300, -1.04446], [-2.07630, 3.98398, 0.54232], [-0.77667, -3.69028, 0.87793], [0.58748, -4.29240, -0.18882], [2.34254, 0.52648, 0.82100], [0.78756, -3.94656, 1.59932], [-0.44976, -1.34451, -1.60524]]}


no.,E_tot (eV)
1,-278352.36229
2,-45917.01611
3,-67348.60604
4,-85241.39987
5,-21084.49304
6,-13444.25947